Below is a cluster of 11 separate species, C89H187N9O11 in total at a distorted geometry, with properties calculated with wB97M-V/def2-TZVPD.

Computed properties:
SMILES: CC1(C)CCCC(C)(C)N1O.CC1(C)CCCC(C)(C)N1O.CC1(C)CCCC(C)(C)N1O.CC1(C)CCCC(C)(C)N1O.CC1(C)CCCC(C)(C)N1O.CC1(C)CCCC(C)(C)N1O.CC1(C)CCCC(C)(C)N1O.CC1(C)CCCC(C)(C)N1O.CC1(C)CCCC(C)(C)N1O.C1CCOC1.C1CCOC1
Gap between HOMO and LUMO, eV: 8.5

Last column: Löwdin charge in e.
Geometry (Å):
C -1.5064 2.7424 -3.0721  -0.009
C -2.3392 2.6446 -4.3818  -0.466
C -1.4512 2.9659 -5.6031  -0.024
C -2.8904 1.2124 -4.5321  -0.169
C -3.9917 0.8722 -3.5908  -0.176
C -5.1771 1.8225 -3.8052  -0.113
C -4.7844 3.2911 -3.6765  -0.508
C -5.8576 4.1434 -4.2348  -0.056
C -4.5898 3.6968 -2.2071  -0.031
N -3.5404 3.5240 -4.5193  -0.067
O -3.0725 4.8445 -4.3123  -0.038
H -2.1660 2.7622 -2.2187  0.047
H -0.8317 1.8947 -2.9966  0.079
H -0.9504 3.6617 -3.0383  0.069
H -0.9280 3.8837 -5.4869  0.064
H -0.7333 2.1445 -5.7654  0.079
H -2.0914 2.9404 -6.4605  0.076
H -3.1965 1.0172 -5.5477  0.113
H -2.0363 0.6289 -4.2657  0.084
H -4.3397 -0.1630 -3.8382  0.123
H -3.5705 0.6792 -2.5937  0.104
H -5.8774 1.6171 -3.0009  0.104
H -5.7037 1.5967 -4.7144  0.117
H -6.2471 3.9370 -5.2098  0.079
H -5.5556 5.1966 -4.1762  0.090
H -6.7286 4.1537 -3.5550  0.093
H -5.5834 3.8743 -1.7097  0.099
H -3.9935 4.6084 -2.1328  0.070
H -4.0772 2.9302 -1.6318  0.059
H -3.0882 5.2520 -5.1772  0.101
C 2.5299 1.2959 -2.9755  -0.021
C 3.7558 1.5371 -3.9457  -0.447
C 4.5177 0.2080 -4.0862  -0.021
C 3.3174 2.1019 -5.2915  -0.137
C 2.7553 3.5209 -5.2322  -0.162
C 3.7485 4.4810 -4.5538  -0.111
C 4.2835 3.9764 -3.1948  -0.510
C 5.5056 4.6929 -2.7291  -0.036
C 3.2393 3.9914 -2.1143  -0.045
N 4.7313 2.5524 -3.3836  -0.058
O 5.0351 2.0305 -2.0940  -0.078
H 2.0087 0.3383 -3.0159  0.067
H 2.9352 1.3582 -2.0012  0.047
H 1.7563 2.0793 -3.0929  0.063
H 4.5127 -0.4009 -3.1847  0.060
H 4.0354 -0.4767 -4.7839  0.079
H 5.4779 0.4831 -4.4732  0.089
H 4.1585 2.1022 -5.9667  0.119
H 2.6421 1.4219 -5.7397  0.092
H 2.6035 3.8706 -6.3094  0.136
H 1.8097 3.5733 -4.7071  0.085
H 3.2695 5.4504 -4.3782  0.124
H 4.6238 4.6361 -5.1903  0.118
H 5.3781 5.7458 -2.6626  0.078
H 6.2416 4.5140 -3.4956  0.086
H 5.8810 4.3488 -1.7743  0.087
H 2.2736 3.6703 -2.3546  0.037
H 3.1567 4.9632 -1.6578  0.082
H 3.4802 3.2946 -1.3068  0.090
H 5.5340 1.2355 -2.3147  0.063
C 0.0112 -1.5645 7.3310  -0.028
C -0.2444 -2.7930 6.4209  -0.480
C 1.0474 -3.5886 6.3065  -0.045
C -1.3679 -3.6002 7.1493  -0.148
C -2.7353 -2.9985 7.1085  -0.205
C -3.1326 -2.8901 5.6714  -0.152
C -2.1569 -2.0310 4.8438  -0.474
C -2.5072 -2.2022 3.3283  -0.022
C -2.3331 -0.5586 5.1890  -0.033
N -0.7197 -2.5361 5.0022  -0.012
O 0.1484 -1.5079 4.4102  -0.068
H 0.6709 -0.8238 6.8577  0.071
H -0.8983 -1.1470 7.6803  0.046
H 0.5714 -1.9396 8.2083  0.091
H 1.7941 -3.1085 5.6820  0.075
H 1.5022 -3.7945 7.2979  0.093
H 0.9229 -4.5849 5.9297  0.069
H -1.4619 -4.6007 6.7381  0.116
H -0.9439 -3.7668 8.1689  0.133
H -3.4794 -3.6817 7.5371  0.121
H -2.7828 -2.0205 7.6176  0.114
H -4.0808 -2.3808 5.5011  0.119
H -3.0818 -3.9368 5.3091  0.132
H -1.7205 -1.8232 2.6563  0.058
H -3.4684 -1.7247 3.0353  0.067
H -2.5810 -3.2995 3.0741  0.097
H -1.9499 -0.1433 6.1211  0.075
H -3.3654 -0.2764 5.0390  0.077
H -1.8282 0.0654 4.4218  0.079
H 0.8046 -1.9745 3.9107  0.052
C 2.5339 -4.0078 -2.3521  -0.016
C 2.5828 -5.0662 -1.2310  -0.548
C 2.2109 -6.4183 -1.6954  -0.048
C 4.0117 -5.1544 -0.7734  -0.155
C 4.1641 -5.9352 0.5073  -0.171
C 3.2967 -5.3756 1.6133  -0.162
C 1.8403 -5.2729 1.2391  -0.447
C 1.2239 -6.7006 1.3175  -0.012
C 1.2155 -4.3020 2.2207  -0.038
N 1.7489 -4.4855 -0.1456  -0.034
O 0.3810 -4.4953 -0.5383  -0.034
H 2.8497 -3.0634 -1.8865  0.071
H 3.3298 -4.2476 -3.0781  0.095
H 1.5224 -3.9158 -2.8483  0.081
H 2.3875 -7.2429 -0.9804  0.063
H 1.2200 -6.7292 -2.0202  0.088
H 2.8633 -6.6867 -2.5700  0.107
H 4.5427 -5.6895 -1.5561  0.126
H 4.3699 -4.1664 -0.6862  0.078
H 4.0828 -7.0208 0.3336  0.116
H 5.1857 -5.7792 0.9038  0.107
H 3.6263 -4.3304 1.7916  0.094
H 3.5061 -5.9180 2.5502  0.135
H 1.1659 -7.0209 2.3452  0.076
H 1.6730 -7.4772 0.6936  0.060
H 0.1124 -6.6929 1.0714  0.095
H 1.3323 -4.5703 3.2426  0.068
H 0.1179 -4.1828 2.0883  0.090
H 1.6321 -3.3251 1.9422  0.071
H 0.2220 -3.5773 -0.7066  0.050
C -7.3017 -2.8109 1.0929  -0.051
C -8.2829 -1.6549 1.3081  -0.461
C -9.6406 -2.0312 0.6120  -0.036
C -8.4672 -1.3457 2.8094  -0.149
C -7.2815 -0.6669 3.4168  -0.215
C -6.9036 0.5665 2.6240  -0.143
C -6.6562 0.2783 1.1402  -0.523
C -6.6322 1.5834 0.3742  -0.061
C -5.2703 -0.3889 0.9227  -0.024
N -7.8661 -0.3670 0.6122  -0.109
O -7.7285 -0.5796 -0.7565  -0.027
H -6.5990 -3.0220 1.9064  0.072
H -7.8469 -3.7768 0.9507  0.095
H -6.6877 -2.6664 0.1952  0.069
H -10.0600 -2.9583 1.0531  0.088
H -10.3390 -1.2374 0.8393  0.071
H -9.6449 -2.1959 -0.4537  0.070
H -9.3436 -0.6489 2.8888  0.133
H -8.7238 -2.2903 3.3371  0.133
H -7.5171 -0.3735 4.4656  0.118
H -6.3452 -1.3198 3.6052  0.124
H -5.9893 1.0267 3.0993  0.138
H -7.7129 1.3450 2.6139  0.132
H -5.9227 2.3503 0.7362  0.091
H -7.6154 2.0579 0.5087  0.091
H -6.4407 1.4958 -0.7074  0.067
H -4.4483 0.3293 0.9327  0.075
H -5.1982 -0.8915 -0.0643  0.086
H -5.0040 -1.1561 1.6769  0.053
H -8.3449 0.0288 -1.1486  0.102
C 1.4358 6.9980 1.2878  -0.019
C -0.0448 7.2666 1.4366  -0.487
C -0.2762 8.2987 2.5510  -0.018
C -0.5771 7.8283 0.0930  -0.147
C -0.8868 6.8539 -1.0214  -0.177
C -1.7224 5.6678 -0.4644  -0.119
C -1.1018 5.0062 0.8044  -0.494
C -2.1506 4.0502 1.3955  -0.022
C 0.1061 4.1766 0.4381  -0.020
N -0.8440 6.0620 1.8132  -0.098
O -0.4777 5.6235 3.0722  -0.057
H 1.7014 6.4614 2.1669  0.059
H 1.6700 6.4683 0.3782  0.064
H 1.9297 7.9424 1.2299  0.082
H -0.1838 7.7703 3.4761  0.069
H 0.4340 9.0714 2.5377  0.063
H -1.2434 8.7872 2.5264  0.086
H -1.5253 8.3590 0.2642  0.117
H 0.1904 8.5850 -0.2061  0.131
H -1.6025 7.3464 -1.7575  0.125
H 0.0291 6.5363 -1.6025  0.116
H -1.8468 4.8183 -1.1558  0.090
H -2.6569 6.0958 -0.1529  0.113
H -1.6827 3.4714 2.1629  0.062
H -2.5995 3.4323 0.6492  0.058
H -3.0324 4.6047 1.7733  0.103
H -0.1932 3.4069 -0.2666  0.068
H 0.5220 3.6859 1.3428  0.076
H 0.9478 4.7337 -0.0216  0.068
H 0.3831 5.1391 3.0259  0.058
C -0.4565 -3.9585 -5.6189  -0.031
C -0.4798 -2.4974 -5.2186  -0.485
C -1.0975 -2.3939 -3.8340  -0.011
C 0.9833 -2.0353 -5.2453  -0.129
C 1.5174 -1.7836 -6.6395  -0.174
C 0.6451 -0.8344 -7.4048  -0.151
C -0.7496 -1.3562 -7.4891  -0.578
C -1.5994 -0.2427 -8.0635  -0.029
C -0.8460 -2.5304 -8.4022  -0.030
N -1.2310 -1.5804 -6.1368  -0.065
O -2.5278 -2.1408 -6.1729  -0.034
H 0.2476 -4.1849 -6.4241  0.075
H 0.0069 -4.5819 -4.8262  0.098
H -1.3957 -4.3546 -5.8941  0.070
H -0.4042 -2.4819 -3.0664  0.037
H -1.4651 -1.3855 -3.6187  0.075
H -1.9471 -3.0600 -3.7734  0.089
H 0.9763 -1.0904 -4.7087  0.111
H 1.5362 -2.7785 -4.7028  0.093
H 2.5891 -1.4546 -6.6578  0.118
H 1.4959 -2.7570 -7.1872  0.104
H 0.9768 -0.7190 -8.4090  0.121
H 0.6193 0.1603 -6.9211  0.121
H -2.6390 -0.5918 -8.1409  0.094
H -1.2707 -0.0613 -9.0692  0.083
H -1.5656 0.6373 -7.4390  0.061
H -1.1600 -2.1696 -9.4145  0.098
H -1.6552 -3.2219 -8.0643  0.100
H 0.0542 -3.0924 -8.5675  0.069
H -3.1329 -1.3895 -6.0935  0.094
C 3.1344 1.5738 3.2519  -0.024
C 2.2398 2.0633 4.4138  -0.497
C 0.7548 1.8030 4.2066  -0.004
C 2.7564 1.3762 5.6815  -0.143
C 2.3391 2.0120 6.9867  -0.205
C 2.7044 3.4672 6.9831  -0.132
C 2.1611 4.2622 5.7561  -0.509
C 0.6401 4.5342 5.8978  -0.015
C 2.8528 5.5936 5.5682  -0.036
N 2.4979 3.4847 4.5842  -0.071
O 1.9583 4.1389 3.4172  -0.066
H 3.0933 0.4816 3.0628  0.074
H 2.8876 2.0711 2.3500  0.059
H 4.2113 1.7132 3.4609  0.088
H 0.6997 0.7374 4.1652  0.052
H 0.1152 2.2117 5.0074  0.086
H 0.4112 2.2182 3.2562  0.071
H 2.4780 0.2984 5.6910  0.120
H 3.8786 1.4212 5.6733  0.132
H 1.3134 1.7820 7.2729  0.105
H 3.0205 1.5675 7.7652  0.130
H 3.8179 3.5093 6.9053  0.131
H 2.4007 3.9586 7.9184  0.127
H 0.0779 3.7342 6.4155  0.080
H 0.1620 4.5873 4.9403  0.044
H 0.4200 5.4806 6.3979  0.091
H 3.8659 5.3610 5.2892  0.082
H 2.8680 6.1115 6.5275  0.087
H 2.3997 6.3319 4.8744  0.091
H 2.6614 4.6035 2.9869  0.093
C 8.2002 -4.1370 0.5074  -0.039
C 7.6238 -2.7148 0.3023  -0.462
C 8.6992 -1.7425 0.9220  -0.032
C 7.4081 -2.3912 -1.1594  -0.145
C 6.6906 -1.0678 -1.3323  -0.187
C 5.3767 -1.2270 -0.6046  -0.137
C 5.4979 -1.3808 0.9114  -0.483
C 6.0731 -0.0982 1.5717  -0.016
C 4.1408 -1.7093 1.5522  -0.037
N 6.3144 -2.6042 1.0950  -0.060
O 6.5372 -2.6659 2.5105  -0.066
H 9.2734 -4.1563 0.1842  0.096
H 8.2082 -4.4383 1.5584  0.072
H 7.5920 -4.9027 -0.0052  0.077
H 8.4307 -0.7192 0.6517  0.045
H 8.6864 -1.7297 2.0285  0.093
H 9.7106 -1.6934 0.5450  0.078
H 8.3784 -2.5270 -1.5997  0.121
H 6.6802 -3.0715 -1.6600  0.130
H 7.3244 -0.2788 -1.0372  0.092
H 6.4958 -1.0349 -2.4330  0.114
H 4.7519 -2.0512 -1.0036  0.106
H 4.7772 -0.2452 -0.7676  0.140
H 6.9064 0.3683 1.1024  0.052
H 6.3385 -0.2137 2.6524  0.103
H 5.3082 0.6666 1.6811  0.060
H 4.2184 -1.9426 2.6506  0.109
H 3.6481 -2.5743 1.1083  0.045
H 3.3865 -0.9511 1.4053  0.055
H 6.1975 -3.5487 2.8002  0.119
C -4.8586 -4.9947 -0.0449  -0.167
C -3.4980 -4.7118 -0.7345  -0.153
C -2.5648 -5.5103 0.1165  -0.260
O -3.2737 -6.0620 1.1938  -0.150
C -4.5991 -6.2984 0.6967  -0.180
H -5.6407 -5.1332 -0.7595  0.104
H -5.0906 -4.2237 0.6569  0.073
H -3.2414 -3.6442 -0.8706  0.104
H -3.5650 -5.1055 -1.7747  0.117
H -1.7087 -4.9086 0.4876  0.097
H -2.0805 -6.3724 -0.4780  0.140
H -5.3481 -6.4889 1.4873  0.130
H -4.4854 -7.1180 -0.0261  0.122
C 0.5423 -0.1514 1.0357  -0.141
C -0.8638 0.2590 0.6141  -0.146
C -1.4133 -0.9258 -0.2295  -0.141
O -0.2100 -1.5326 -0.7803  -0.155
C 0.9264 -0.7892 -0.2914  -0.177
H 0.6220 -0.8841 1.8229  0.090
H 1.1104 0.6944 1.4151  0.096
H -0.7020 1.0824 -0.0854  0.096
H -1.4548 0.5956 1.4516  0.103
H -2.0654 -0.6280 -1.0430  0.101
H -1.9529 -1.5847 0.4285  0.090
H 1.2195 -0.0008 -1.0078  0.109
H 1.7034 -1.4568 -0.1644  0.070

Atomic forces in eV per Å
-0.938 0.195 -0.609
-0.823 -0.224 -0.323
-0.208 -1.727 0.757
1.047 0.733 0.350
-0.794 -1.569 -0.516
0.747 -0.323 1.881
1.381 -0.332 -0.162
-1.362 1.951 0.935
-0.577 0.082 0.519
0.163 -0.503 0.259
-0.087 0.488 0.580
-0.074 -0.246 0.381
0.151 -0.103 -0.018
0.394 0.444 -0.090
0.385 0.825 -0.040
0.031 0.283 0.278
-0.343 0.384 -0.687
0.021 0.034 -0.538
0.571 -0.959 -0.433
0.112 0.618 0.008
-0.528 0.940 0.222
-0.442 0.090 0.117
0.084 0.015 -0.691
0.235 -0.403 -0.750
0.137 -0.116 -0.347
0.198 -0.409 -0.207
0.914 -0.166 -0.479
-0.172 -0.003 -0.056
-0.012 -0.170 0.062
-0.121 0.073 -0.311
-0.313 0.713 -1.271
-1.190 0.433 0.681
-0.997 0.248 -0.409
0.427 0.363 0.420
0.650 0.507 -1.098
0.305 -0.200 0.359
-0.987 -1.858 0.072
0.706 -0.020 -0.473
0.304 0.408 1.584
-0.548 -1.074 -0.835
0.712 0.096 0.512
0.380 -0.219 -0.665
0.197 0.087 1.160
0.372 -0.572 0.017
0.425 0.359 0.366
-0.195 0.296 -0.405
0.914 -0.353 -0.039
0.648 0.090 -0.196
-1.096 -0.732 -0.417
-0.068 -0.351 1.433
-0.350 -0.115 -0.024
0.137 -0.032 -0.079
-0.088 0.044 -0.145
-0.410 1.044 0.051
0.674 -0.013 -0.118
-0.065 -0.273 0.119
-1.426 0.004 -0.937
-0.029 0.626 0.123
0.435 0.318 -0.008
0.285 0.122 0.174
1.527 -0.684 -0.452
-1.006 0.307 -0.219
0.405 -0.442 0.995
1.755 -0.686 0.611
-0.682 0.665 0.593
1.109 0.049 -1.081
0.979 -0.200 -0.790
0.020 -1.114 -0.200
0.737 1.308 -1.172
-0.284 0.593 0.444
-1.209 0.084 1.069
-0.425 -0.048 -0.016
-0.690 0.666 0.235
-0.331 0.181 -0.281
0.070 0.310 0.020
-0.213 0.555 -0.342
-0.531 -0.511 -0.640
0.231 -0.263 -0.363
-0.621 0.207 -0.442
0.304 0.243 0.516
-0.112 -0.390 -0.045
-0.361 -0.593 0.146
-0.538 0.594 -0.352
-0.180 0.185 0.500
0.579 -0.207 0.430
-0.050 0.968 0.359
-0.208 -0.562 0.220
-0.534 -0.048 0.364
0.019 -0.455 0.283
0.371 -0.831 -0.486
-0.146 -0.225 -0.304
-1.225 1.278 -0.112
0.085 -3.186 -1.443
-0.237 -1.112 0.136
1.405 0.028 0.760
0.735 0.789 -0.221
-0.556 -0.144 -0.878
-2.361 0.755 -0.802
-1.699 0.640 -1.273
0.777 -1.759 2.068
0.511 -1.141 0.055
-0.436 0.012 -0.217
-0.518 0.003 -0.110
1.203 -0.123 0.576
0.463 0.732 -0.122
-0.521 1.122 -0.099
-0.443 0.292 0.597
0.330 0.261 -0.220
0.825 1.135 0.348
-0.295 0.378 0.194
-0.079 -0.258 -0.492
0.124 -0.618 -0.036
-0.611 0.065 -0.232
0.578 -0.113 0.544
0.133 0.326 0.374
1.258 0.218 -0.181
0.534 -0.190 0.935
0.503 -0.265 -0.125
0.094 -0.037 0.585
-0.465 1.265 -0.144
0.192 -1.090 -0.401
-0.323 0.022 -1.552
-0.027 -0.361 1.705
-1.291 -0.371 -0.635
1.525 -0.165 1.678
0.353 1.102 0.136
1.112 0.508 -0.419
-0.080 1.825 -0.179
0.070 -1.304 -0.309
-0.264 -1.022 2.144
0.667 -0.888 -0.544
-0.133 0.436 0.117
0.275 0.738 0.047
-0.326 0.018 0.112
0.310 0.428 -0.015
-0.330 0.285 -0.065
0.611 0.112 -0.304
0.606 -0.578 0.061
0.081 0.530 -0.324
-0.065 -0.019 -0.626
-1.429 0.600 -0.800
-0.820 -0.269 -0.697
0.493 -0.717 0.455
0.043 -0.622 0.147
0.081 -0.092 -0.239
-0.033 -0.289 0.459
-0.240 0.317 0.152
-0.236 0.283 0.416
-0.372 0.337 -0.323
-0.436 0.350 -0.246
-0.635 0.077 -0.247
-1.415 -0.102 -0.822
-0.586 -0.862 -0.346
0.095 0.928 0.352
-0.441 -0.838 -1.400
1.696 -0.183 0.723
-0.541 0.558 0.147
-0.601 1.435 0.070
1.312 -0.167 0.190
-0.572 1.276 -1.323
0.636 -1.182 0.342
0.940 -0.476 0.644
0.119 -0.335 -0.118
0.636 0.608 0.216
0.034 -0.102 0.718
1.214 1.056 -0.186
-0.372 -0.263 -0.207
0.310 0.055 0.290
-0.732 -0.390 -0.056
1.217 -0.353 0.615
-0.900 0.124 0.644
-0.210 0.705 -0.101
-0.768 -0.048 -0.001
-0.048 -0.513 0.634
0.169 -0.818 -0.795
0.703 -0.022 0.251
0.011 -0.275 -0.104
-0.190 0.089 -0.421
-0.649 -0.246 0.139
-0.500 0.227 0.016
1.590 -0.904 0.014
0.605 0.384 -0.931
-1.221 1.266 -1.168
-0.746 1.046 0.216
1.142 -1.140 -0.540
0.286 0.595 1.082
-0.509 0.565 0.166
-1.039 -0.541 0.083
-1.688 -1.083 -1.586
0.283 -0.572 1.573
-0.892 0.089 -0.310
-0.259 0.366 -0.348
-0.674 0.442 0.132
-1.144 -0.438 -0.103
1.402 -1.049 1.386
-0.193 0.124 -0.479
-0.040 -0.283 0.381
0.413 0.258 0.366
0.584 -0.134 0.284
-0.840 -0.220 0.264
0.309 0.612 0.307
0.542 0.273 -0.890
0.122 -0.283 -0.141
0.131 0.205 -0.020
0.208 0.489 -0.464
0.068 0.345 0.058
0.244 -0.388 0.666
0.667 0.469 -0.300
0.469 -0.279 0.202
0.211 -0.121 0.128
0.408 -1.072 0.770
0.311 0.098 0.602
0.115 0.049 -0.214
0.800 -0.753 0.120
0.940 -0.729 0.908
0.660 1.281 -0.589
-1.654 -0.216 0.499
-0.387 -0.622 0.618
0.091 0.764 0.737
1.252 0.382 -1.436
-0.918 -0.462 0.458
-0.536 0.467 0.270
-0.233 0.517 -1.010
-0.548 0.433 0.134
-0.751 -0.803 -0.015
0.431 -0.380 -0.305
0.007 0.002 0.043
0.125 0.597 -0.275
-0.838 -0.090 -0.190
-0.139 0.191 -0.079
-0.953 0.101 -0.425
-0.612 0.123 0.204
0.085 0.035 -0.310
0.467 0.322 0.107
-0.089 0.192 -0.513
0.214 -0.104 0.127
0.586 0.277 -0.240
0.119 0.042 0.148
0.047 -0.860 0.101
1.022 0.245 -0.140
-0.012 -0.152 -0.278
0.992 -0.114 2.503
-1.148 1.488 0.128
-1.230 -0.806 0.290
-0.185 -1.890 -1.749
-1.877 2.709 0.037
0.390 -0.209 0.186
-0.774 -0.094 1.677
-0.321 -0.492 0.666
0.419 -0.160 -0.372
0.288 -1.358 0.179
-1.022 -0.108 -0.022
-0.021 0.346 0.029
0.357 0.299 -0.108
-0.345 0.029 0.179
0.112 -0.438 -0.636
0.432 -1.235 -0.196
0.408 0.320 -0.671
0.819 -0.374 0.571
0.274 1.315 0.395
0.114 0.598 0.765
0.515 0.337 0.028
0.587 -1.542 0.228
0.549 0.139 -0.595
0.050 -0.561 -0.886
-0.395 0.056 -0.596
0.084 0.487 -1.024
0.445 -0.210 -0.307
0.069 0.794 0.079
0.371 1.024 -0.616
0.533 -0.363 -0.467
-1.345 0.173 -1.427
2.791 -1.073 -0.474
-0.633 -0.210 1.054
0.785 0.738 -0.336
-0.719 0.276 -0.458
-0.304 0.452 0.429
-0.182 -0.437 0.482
0.235 0.122 0.646
-0.592 -0.468 0.049
-0.634 1.112 0.620
0.753 -0.149 -0.232
-0.617 -0.201 0.156
-0.582 -0.345 -0.747
-0.118 0.019 -0.397
1.156 0.896 0.701
-0.264 0.366 0.720
-0.473 1.410 -0.237
-0.534 -0.488 0.359
0.268 0.177 -0.581
-0.260 0.313 0.195
-0.592 -0.006 0.084
-0.087 0.180 -0.175
-0.087 -0.812 0.090
-0.180 -0.342 0.095
1.735 -1.575 -0.082